Below is C16H14BHfN7O2S2 as an isolated structure at a distorted geometry, with properties calculated with ωB97M-V/def2-TZVPD.

Net charge: +2
Orbital gap (eV): 8.2

Positions of all 43 atoms, in Å:
Hf 0.045 -0.261 -0.036
C 3.733 1.017 1.553
C 2.365 1.229 1.542
N 1.739 0.131 1.079
N 2.704 -0.779 0.770
C 3.905 -0.262 1.048
B 2.337 -2.185 0.228
N 1.094 -2.702 0.974
C 0.992 -3.754 1.788
C -0.343 -3.944 2.107
C -1.020 -2.947 1.421
N -0.144 -2.192 0.729
N 1.940 -2.021 -1.255
C 2.371 -2.697 -2.324
C 1.875 -2.086 -3.463
C 1.113 -1.021 -3.004
N 1.150 -0.987 -1.660
H 4.493 1.698 1.873
H 1.808 2.091 1.877
H 4.819 -0.802 0.897
H 3.230 -2.934 0.352
H 1.858 -4.312 2.086
H -0.751 -4.704 2.741
H -2.080 -2.745 1.381
H 2.988 -3.569 -2.236
H 2.043 -2.384 -4.478
H 0.579 -0.273 -3.565
O -0.057 1.659 -0.844
S -1.414 1.498 -1.481
O -1.348 1.139 -2.846
N -1.899 0.250 -0.485
C -2.227 0.916 0.660
S -1.562 0.418 2.106
C -2.884 2.196 0.424
C -3.741 2.906 1.253
C -4.269 4.101 0.779
C -3.907 4.605 -0.462
C -3.001 3.929 -1.284
C -2.533 2.721 -0.830
H -4.014 2.531 2.227
H -4.969 4.651 1.391
H -4.323 5.541 -0.799
H -2.696 4.336 -2.236